C84H184N4O4 | ωB97M-V/def2-TZVPD

Element x y z (Å)
C: 17.52922 20.37614 27.19811
C: 16.58883 19.33471 26.52375
C: 15.73026 18.50365 27.42772
C: 14.31979 18.09361 26.86716
C: 14.33884 17.00190 25.76890
C: 14.29668 15.61037 26.42532
H: 18.11228 19.94023 27.99700
H: 16.94000 21.24480 27.63228
H: 18.20761 20.83447 26.44490
H: 15.97071 19.88355 25.73376
H: 17.15506 18.64646 25.87065
H: 15.50389 19.05636 28.32748
H: 16.22574 17.56902 27.74256
H: 13.74355 17.54102 27.67795
H: 13.68060 18.97855 26.56519
H: 13.57960 17.18976 25.01098
H: 15.23063 17.19539 25.16210
H: 13.26544 15.62122 26.83682
H: 14.52534 14.77246 25.69614
H: 15.02433 15.56614 27.24845
C: 9.47567 16.03506 15.47317
C: 10.92844 15.61254 15.24554
C: 11.71693 16.45183 14.21623
C: 11.59914 16.11179 12.71893
C: 12.08376 17.14551 11.72956
C: 12.04181 16.43976 10.39819
H: 9.36991 16.88835 16.07809
H: 8.86666 15.25244 15.98337
H: 9.12145 16.43197 14.52484
H: 11.44180 15.73682 16.27802
H: 10.96246 14.53162 14.94030
H: 12.71019 16.36607 14.65809
H: 11.53043 17.47396 14.42610
H: 12.19211 15.18502 12.50100
H: 10.57803 15.94092 12.47288
H: 11.44158 18.02975 11.79910
H: 13.12874 17.47270 11.92574
H: 12.14684 17.16517 9.60895
H: 12.86939 15.65722 10.35637
H: 11.03751 15.98025 10.38313
C: 11.61128 11.96225 17.05008
C: 12.49086 11.17911 18.02626
C: 12.55123 11.89647 19.41301
C: 12.61596 10.96566 20.57903
C: 13.86299 10.09622 20.50554
C: 14.14454 9.38910 21.82466
H: 11.45545 11.48114 16.08350
H: 12.13294 12.88752 16.82643
H: 10.63720 12.16594 17.49460
H: 12.05695 10.25336 18.26804
H: 13.47762 11.02791 17.64712
H: 11.59303 12.50816 19.39280
H: 13.39506 12.58116 19.41541
H: 12.45427 11.40083 21.62749
H: 11.73326 10.32659 20.49056
H: 13.81277 9.33957 19.75236
H: 14.66661 10.80107 20.32224
H: 15.00646 8.65278 21.86211
H: 14.35337 10.03795 22.63729
H: 13.28250 8.81449 22.15214
C: 16.31840 18.85839 22.56774
C: 15.16754 19.73676 22.07203
C: 14.16501 20.08299 23.12179
C: 13.09664 21.07394 22.79755
C: 12.10107 21.28501 23.93762
C: 11.02865 22.28484 23.55761
H: 16.94008 18.59667 21.69666
H: 15.92253 18.04430 23.19347
H: 16.87210 19.49052 23.27442
H: 15.69072 20.61939 21.72123
H: 14.68671 19.26214 21.19938
H: 14.71629 20.51073 23.98856
H: 13.77354 19.15234 23.46801
H: 13.62901 22.00982 22.49621
H: 12.53379 20.64304 21.96168
H: 11.55570 20.37423 24.09682
H: 12.58161 21.63910 24.88105
H: 10.42008 22.35091 24.45141
H: 11.53930 23.25294 23.33100
H: 10.38358 21.98433 22.79583
C: 22.63922 13.76481 17.89807
C: 23.07128 15.17670 17.63959
C: 21.81153 16.03478 17.44647
C: 21.08497 16.15133 18.78550
C: 20.04059 17.27160 18.68256
C: 19.06727 17.43820 19.81576
H: 21.78214 13.50822 17.34934
H: 22.48370 13.65650 18.95047
H: 23.43785 13.08286 17.56466
H: 23.60703 15.70244 18.43554
H: 23.68842 15.23166 16.69729
H: 21.07973 15.63367 16.68635
H: 22.10629 17.09868 17.19094
H: 20.58448 15.23677 19.11032
H: 21.77455 16.53374 19.48249
H: 20.64084 18.21686 18.58619
H: 19.55033 17.03362 17.73333
H: 18.18258 17.93176 19.53902
H: 18.75918 16.47207 20.18181
H: 19.54948 17.86866 20.63990
C: 10.00926 19.68866 16.34759
C: 11.22960 20.60066 16.68230
C: 12.44144 19.65233 16.92917
C: 13.83717 20.29160 16.89838
C: 13.99887 21.38704 17.92084
C: 15.45426 21.85486 17.80270
H: 10.17983 18.65518 16.61480
H: 10.06289 19.64183 15.25407
H: 9.04786 20.02130 16.66260
H: 11.48069 21.16065 15.76666
H: 11.03809 21.38128 17.45111
H: 12.43509 18.93419 16.07868
H: 12.15923 19.03787 17.80351
H: 14.58589 19.54158 17.08426
H: 13.97835 20.78591 15.95886
H: 13.31203 22.21407 17.66501
H: 13.80789 21.05081 18.90228
H: 15.63150 22.06190 16.75636
H: 15.79146 22.77357 18.36608
H: 16.04183 20.98960 18.19151
C: 22.12036 19.43288 22.98548
C: 20.76641 18.81877 23.30039
C: 20.71416 18.11070 24.64831
C: 19.52582 17.17094 24.70070
C: 19.36856 16.46188 25.99371
C: 18.26791 15.41877 26.08018
H: 22.23378 20.39386 23.45276
H: 22.27658 19.73780 21.95542
H: 22.92764 18.67412 23.32421
H: 19.91414 19.46370 23.18346
H: 20.55067 17.93733 22.60321
H: 20.64658 18.84267 25.42909
H: 21.62760 17.55074 24.86272
H: 18.59882 17.74338 24.43389
H: 19.67417 16.50194 23.83864
H: 20.36650 16.01925 26.15067
H: 19.26303 17.15535 26.84343
H: 18.40643 14.63108 25.38283
H: 18.23021 14.88227 27.08109
H: 17.23744 15.78191 25.88878
C: 13.98021 16.55620 17.61577
C: 14.55654 17.21245 18.83472
C: 15.29433 16.24651 19.77051
C: 14.63749 14.92461 20.09685
C: 15.31173 14.05563 21.16871
C: 15.55899 14.71718 22.53738
H: 14.79636 16.19228 16.98681
H: 13.70366 17.41140 16.99734
H: 13.14747 15.83754 17.80651
H: 15.41592 17.89984 18.71154
H: 13.71353 17.74693 19.37360
H: 15.59740 16.79054 20.68202
H: 16.27885 16.01443 19.35075
H: 13.60636 15.15470 20.49156
H: 14.57181 14.24646 19.21971
H: 14.72665 13.11740 21.23817
H: 16.31871 13.74018 20.75560
H: 15.81920 14.08103 23.33889
H: 16.34002 15.47490 22.51693
H: 14.80989 15.30916 23.00528
C: 9.27640 14.58174 22.66771
C: 10.02134 15.62290 21.95820
C: 10.07360 15.22145 20.43951
C: 10.35096 16.34811 19.48791
C: 9.30659 17.46026 19.68608
C: 9.30068 18.01040 21.15084
N: 9.11034 16.86930 22.00979
O: 8.50104 17.10291 23.12470
C: 10.60673 18.83293 21.52576
C: 8.05745 18.89270 21.29901
C: 11.43098 15.81302 22.55202
H: 9.71734 13.59844 22.37959
H: 8.27170 14.47644 22.26701
H: 9.25404 14.70782 23.76656
H: 10.83513 14.44513 20.36421
H: 9.09297 14.82735 20.26737
H: 10.27806 16.00960 18.48656
H: 11.32364 16.72766 19.60113
H: 8.31129 16.94243 19.47665
H: 9.44252 18.23140 18.85387
H: 10.28280 19.42308 22.42862
H: 11.44938 18.20616 21.76415
H: 10.85052 19.45494 20.72081
H: 7.20509 18.25401 21.17325
H: 7.90350 19.32758 22.28215
H: 7.98878 19.69600 20.55784
H: 11.95393 16.51063 21.94213
H: 11.93617 14.89618 22.50996
H: 11.36192 16.10370 23.60141
C: 17.22857 17.96934 16.13710
C: 17.81341 18.74878 14.88202
C: 18.44472 19.89380 15.60431
C: 19.45400 20.40972 14.59443
C: 20.66817 19.38679 14.26466
C: 19.99853 18.26455 13.50469
N: 18.68827 17.94322 14.06556
O: 18.08735 16.79522 13.62094
C: 19.97890 18.60016 12.03685
C: 20.94714 16.94108 13.65677
C: 16.61125 19.22829 14.04434
H: 16.41045 18.33852 16.74555
H: 18.23183 17.71539 16.56517
H: 16.65401 17.05888 15.72665
H: 17.61425 20.59799 15.91461
H: 18.92879 19.46050 16.46267
H: 19.89116 21.31164 15.04699
H: 18.85121 20.66142 13.70816
H: 21.20966 18.84258 15.07425
H: 21.51759 19.81268 13.73004
H: 20.97679 18.52160 11.64056
H: 19.34194 17.91595 11.46739
H: 19.47813 19.53888 12.01617
H: 20.94590 16.76080 14.73379
H: 20.56507 16.07320 13.08984
H: 21.94477 17.19452 13.42874
H: 15.92154 19.92685 14.60605
H: 16.00917 18.36645 13.72332
H: 17.07130 19.43711 13.06154
C: 15.72926 14.65477 14.47936
C: 15.79186 13.14572 14.64124
C: 17.01768 12.61119 14.00865
C: 18.45734 13.09797 14.44923
C: 18.48828 12.62202 16.00812
C: 17.34894 13.00414 16.91179
N: 16.01116 12.95302 16.18591
O: 15.01408 13.23242 16.88139
C: 17.20336 12.10673 18.05673
C: 17.51178 14.44626 17.18375
C: 14.62497 12.28138 14.35099
H: 15.09317 15.07867 15.17267
H: 15.07629 14.63268 13.60454
H: 16.61463 15.28545 14.19942
H: 16.95990 11.51868 13.92699
H: 16.92380 12.96378 12.98018
H: 18.77020 14.14430 14.23654
H: 19.20296 12.36179 13.99378
H: 19.41328 13.11351 16.49898
H: 18.60821 11.53697 16.01448
H: 16.70852 11.18170 17.84650
H: 18.23815 11.82600 18.28089
H: 16.69753 12.61122 18.87439
H: 18.36491 14.36937 17.91261
H: 17.72244 15.19945 16.54080
H: 16.74123 14.69595 17.89060
H: 14.89786 11.26275 14.58926
H: 14.75173 12.34748 13.31209
H: 13.69547 12.60329 14.74221
C: 19.53962 20.71945 20.22104
C: 19.31929 22.19642 20.44115
C: 18.01838 22.35823 21.20299
C: 17.87950 23.85446 21.53551
C: 19.07289 24.29258 22.37717
C: 20.43962 24.13230 21.75893
N: 20.49514 22.71451 21.22333
O: 21.64828 22.14855 21.13600
C: 20.68868 25.06336 20.62164
C: 21.42398 24.19859 22.93265
C: 19.31458 22.77756 19.04713
H: 19.61157 20.08617 21.14339
H: 20.39858 20.47751 19.59058
H: 18.79030 20.28567 19.67386
H: 17.14486 22.02022 20.65746
H: 17.89583 21.84812 22.12613
H: 16.88996 23.93816 22.06647
H: 17.71160 24.50355 20.69257
H: 19.03302 23.67956 23.24896
H: 18.90646 25.41732 22.60075
H: 20.55239 24.54455 19.67741
H: 20.09207 25.93624 20.60411
H: 21.80063 25.30569 20.64002
H: 22.36278 24.01139 22.55753
H: 21.38067 25.24084 23.21142
H: 21.13398 23.51703 23.69056
H: 18.80553 23.71349 19.02135
H: 18.87708 22.06861 18.35547
H: 20.30336 23.01874 18.68231

Atomic forces in eV per Å
-0.974 0.778 -0.556
0.247 0.917 -2.081
-1.755 -0.686 0.227
-0.936 -0.532 0.503
1.331 0.958 -0.378
-0.232 0.307 -1.006
0.239 -0.142 0.183
0.524 -1.105 -0.390
-0.304 -0.417 0.472
0.434 -0.492 1.215
0.224 0.286 0.362
0.103 0.239 0.501
0.079 0.373 -0.088
0.598 1.206 -0.392
0.940 -0.767 0.306
-0.623 -0.387 0.302
0.384 -0.442 0.125
0.614 -0.960 -0.081
-0.613 0.870 0.932
-0.249 -0.055 -0.202
0.060 -0.904 -0.698
0.223 -0.448 1.314
0.443 -0.915 0.952
1.593 -0.447 1.468
1.018 0.157 0.682
0.184 -0.417 0.091
0.324 1.124 1.155
0.212 0.412 -0.935
-0.840 -0.697 -0.294
-0.471 -0.568 -1.703
0.093 0.851 0.439
0.688 -0.179 -0.923
-0.712 1.350 -0.153
-0.702 0.440 0.356
-1.009 -0.480 -0.093
0.061 -0.017 -0.308
-0.575 -0.095 0.175
0.076 -0.067 -0.650
-1.221 0.926 -0.134
0.553 -0.149 -0.698
0.592 -0.104 -0.046
-0.415 1.248 0.940
-1.248 1.508 -1.258
-1.073 -0.846 1.129
0.396 0.505 1.691
0.651 -1.677 0.110
0.023 -0.289 0.086
-0.141 0.447 0.035
-0.030 0.101 -0.044
-0.622 -1.623 -0.160
0.670 -0.153 -0.410
1.134 -0.440 0.603
0.039 0.252 0.009
0.667 -0.021 -1.476
-0.112 -0.307 0.065
-0.073 -0.142 -0.867
0.550 -0.147 -0.431
-0.838 0.816 -0.614
0.145 1.077 0.657
-0.292 -0.177 -0.084
-0.591 0.673 0.511
0.563 -0.230 -1.048
1.202 0.444 1.436
0.046 0.002 -0.331
0.410 0.672 -0.549
1.566 1.332 1.767
-0.019 -0.425 0.680
0.374 -0.314 -0.626
0.363 -0.225 -0.204
-0.298 0.578 -0.436
0.012 0.140 0.222
-0.081 -0.350 -0.212
-0.719 -0.770 0.460
-0.781 -0.392 0.045
-0.025 0.570 -0.263
0.183 -0.862 0.508
-0.163 -0.497 -0.635
-0.362 0.679 0.127
-0.838 -0.494 0.088
-0.758 -0.540 -1.607
2.418 -0.341 0.422
-0.433 1.340 -2.191
-0.159 0.734 0.119
-1.350 0.809 -0.735
0.806 0.335 -0.926
0.579 -1.847 -0.422
-1.339 -0.261 -0.668
-0.325 -0.540 0.624
-0.272 -0.031 0.419
0.324 -0.636 0.029
-0.418 -0.013 0.928
0.936 0.346 0.462
-0.347 -1.086 -0.156
0.320 -0.111 0.072
1.138 -0.268 1.379
-0.697 -0.583 -0.346
-0.297 0.537 0.108
-1.092 1.045 -0.324
-0.303 -0.668 0.051
0.491 1.031 1.202
1.554 0.460 -1.180
0.322 -0.251 -0.297
-0.681 -0.074 -0.778
-1.709 -0.011 1.395
0.629 1.516 -1.036
0.343 0.222 1.316
0.003 -0.133 0.671
-0.667 -0.059 0.006
-0.660 0.321 0.266
-0.181 0.100 0.273
0.199 -0.830 -0.122
-0.219 0.267 0.407
0.748 0.286 0.047
0.439 -0.416 -0.253
0.187 -0.161 -0.957
0.153 -0.294 0.308
-0.436 -0.411 1.269
0.508 -0.137 -0.320
-0.697 -0.920 -0.334
0.169 0.682 -0.593
0.788 -1.019 0.259
0.396 -2.476 -0.933
-0.253 0.313 0.064
-0.971 1.070 -1.403
0.560 -0.483 1.167
-0.763 -0.427 1.433
0.278 0.280 0.921
-0.144 -0.563 -0.411
-1.060 1.506 -0.623
-0.263 0.613 0.049
0.426 1.264 0.252
-0.091 0.529 0.715
0.121 -0.048 -0.269
0.536 -0.309 0.210
-0.232 -0.369 0.395
-0.373 -0.390 0.324
-0.072 0.143 -0.376
0.307 -0.748 -0.916
0.146 0.863 -0.957
0.586 0.270 0.136
0.602 1.041 -1.050
0.120 -0.240 2.137
0.738 -0.313 0.670
-1.199 -0.345 0.748
1.035 -0.111 -0.118
0.517 0.776 -0.649
-0.130 -0.999 0.334
-1.023 -0.250 -0.199
0.871 0.568 -0.270
-0.977 0.468 -0.911
0.992 -0.406 -0.307
-0.484 -0.156 0.011
-0.022 0.063 -0.367
0.527 -0.375 -0.576
-0.251 0.804 0.135
0.223 0.459 0.248
-0.874 0.246 0.516
0.569 -1.348 0.564
0.546 -0.133 -0.448
-1.711 0.381 -0.237
-0.370 -2.275 0.738
-0.245 1.615 -1.548
0.747 0.265 1.537
-1.445 0.574 0.708
-0.304 -0.333 -0.986
0.384 1.112 -1.599
0.657 -0.804 1.792
0.593 -0.455 -0.537
-2.331 -0.923 1.598
-0.087 0.324 0.000
-1.843 0.816 0.111
0.098 0.501 0.602
-0.317 0.371 0.260
-0.025 -0.131 -0.659
-0.136 -0.228 -0.176
-0.542 -0.517 -0.534
-0.045 -0.499 -1.128
1.590 0.611 0.289
0.923 0.905 0.393
-0.204 -0.580 1.454
0.745 -0.422 -0.841
0.142 0.020 0.089
0.357 1.184 -1.157
-0.594 -0.334 -0.283
0.463 0.044 0.131
0.346 -0.199 -0.044
0.753 0.516 -0.095
0.732 -1.491 -0.114
0.100 0.319 -0.100
0.631 -3.288 -2.770
-4.096 0.160 2.479
0.635 0.166 -1.361
2.092 1.250 1.300
-1.691 -0.107 1.034
2.524 -2.785 -0.530
-1.818 -3.658 -0.845
2.040 3.214 0.977
-1.546 -0.953 0.010
-2.643 0.931 0.894
0.075 -0.967 -0.788
0.705 1.322 0.281
-1.710 -0.465 0.799
1.385 0.716 0.547
1.278 -0.549 -0.376
0.432 0.461 0.624
0.004 0.113 -0.674
0.796 0.121 -0.049
-0.922 1.091 0.556
-0.532 0.335 -0.493
0.291 0.590 -0.188
0.115 -0.141 0.169
0.161 1.227 -0.907
-0.082 -0.552 -0.065
0.242 0.546 0.298
1.152 0.341 -0.725
1.129 -0.325 -1.050
0.000 -0.081 0.587
-0.728 1.382 0.244
-0.437 -0.759 -3.347
2.950 0.741 5.590
1.730 0.457 -2.456
-0.682 -2.695 2.084
2.287 1.023 -1.129
-2.061 0.912 -4.398
0.855 -0.867 -1.705
-1.135 0.212 1.035
1.291 -0.065 1.505
1.091 -1.689 6.025
1.096 0.144 -0.558
-0.944 0.993 1.936
-0.015 0.934 -0.721
-0.587 -1.094 0.663
0.360 0.103 0.350
-0.026 -0.228 -0.505
-0.640 -0.689 0.277
-0.919 1.320 0.187
-1.126 -1.138 -0.659
0.172 -0.014 -0.153
-0.525 -0.378 -0.459
-0.119 0.053 0.847
0.134 -0.175 0.273
-0.032 0.787 -0.464
0.389 1.628 -2.656
-0.804 0.660 -0.172
-0.279 -0.226 0.457
-1.317 -0.309 -2.134
-0.824 0.271 0.241
2.318 -1.032 1.738
1.219 -2.203 0.165
-0.244 2.496 -0.803
-1.510 -0.571 0.737
-1.740 2.230 -0.479
-0.629 -2.208 0.762
0.049 0.249 0.589
-1.080 0.415 -0.271
2.936 -0.280 -0.793
-1.685 1.487 -1.470
-0.149 0.387 -0.417
0.114 0.878 -0.576
0.402 0.372 0.358
-2.541 -0.670 -1.291
0.065 -0.054 -0.779
0.804 -0.848 0.963
1.064 0.247 0.102
0.284 0.064 -0.738
0.032 -0.066 1.047
0.474 -1.785 0.166
-0.015 0.371 0.168
-0.499 1.051 0.252
-1.331 0.172 -0.144
2.310 -0.623 -0.535
0.088 0.274 0.768
-0.109 -0.456 0.822
-0.773 0.623 -0.283
-0.344 0.018 -0.179
0.437 -0.478 0.020

Output
**Max |F|**: 6.36 eV/A
**Energy**: -104229.70470 eV
**<S²>**: 6.02
**HOMO (spin up / spin down)**: -7.23 / -8.66 eV
**Multiplicity**: 5
**Lowest unoccupied orbital energy (spin up / spin down)**: 0.48 / -0.25 eV
**Orbital gap (spin up / spin down)**: 0.28328 / 0.30906 Ha